# 1
Entry from the OMol25 dataset: a 2-piece molecular cluster, C31H34IN6O3PS overall in a non-equilibrium geometry (the ωB97M-V functional and the def2-TZVPD basis).

The geometry in XYZ format:
```
77
Properties=species:S:1:pos:R:3:forces:R:3:mulliken_charge:R:1
C -4.059 3.425 -2.080 -0.3132 0.4077 0.2304 -0.905
C -4.984 2.520 -1.178 -0.1288 0.2117 -0.5779 -0.498
C -4.600 0.978 -1.143 0.4669 0.0197 0.8490 -1.089
C -3.094 0.672 -1.442 0.7762 -0.1520 0.4095 0.862
C -2.197 0.573 -0.263 1.4656 -0.5559 -2.7079 -0.983
C -0.749 0.291 -0.476 -3.2325 0.5098 -1.8750 -1.003
C -0.320 0.168 -1.876 -0.2232 -0.1126 1.0286 0.754
C -1.197 0.257 -3.046 -1.0399 0.1083 2.7243 0.115
O -0.612 0.086 -4.307 -0.9111 -0.3818 0.9091 -0.618
C -2.645 0.499 -2.832 2.4028 0.5328 0.9096 0.762
C -3.550 0.545 -4.109 0.0223 -1.2420 0.7813 -0.951
N -4.304 -0.754 -4.200 0.4060 0.2050 -0.0066 -0.694
S 1.475 -0.129 -2.146 -0.6635 -0.6629 0.6763 -0.332
C 1.871 -1.149 -0.680 -0.6900 -0.2358 1.3738 0.915
C 2.868 -2.228 -0.772 -1.4446 0.8729 2.7502 -0.200
O 3.472 -2.399 -2.073 -2.5240 -1.8112 -0.1578 -0.519
C 2.649 -3.302 -2.692 2.2779 1.6409 1.1021 0.436
N 2.055 -4.172 -3.151 -0.2390 -0.0606 -0.3112 -0.490
C 3.197 -3.097 0.381 -1.1654 3.4502 -0.7055 1.025
P 4.434 -4.511 0.251 -0.5868 -2.0897 0.0419 0.252
N 5.770 -4.104 1.334 -0.7003 1.2059 -1.4781 -0.707
O 5.159 -4.568 -1.275 -0.3633 1.0082 0.9567 -0.504
C 2.455 -2.801 1.647 0.1858 0.8015 -0.9403 -0.771
C 2.758 -3.728 2.905 -0.7602 -0.1052 -1.9187 -0.974
C 2.107 -5.148 2.606 -0.4103 -0.3817 0.2663 -0.577
C 0.680 -5.088 1.921 -0.2493 -0.6947 1.3560 -0.509
I 0.685 -5.667 -0.183 -0.1119 0.4011 0.7051 0.022
C 1.456 -1.718 1.727 0.2586 0.2376 -0.8446 0.226
C 0.663 -1.455 3.034 -2.2410 -0.3213 0.8730 0.299
C -0.822 -1.650 3.036 2.5991 1.1125 3.3802 -0.232
C -1.410 -1.402 4.367 0.1481 -0.2729 -0.7281 -0.846
C -0.668 -1.007 5.563 0.0472 -0.5230 -2.6125 -0.249
N 0.683 -0.814 5.516 -1.5043 -0.7580 -1.3715 -0.635
C 1.260 -1.056 4.310 0.5635 -0.1484 -1.4242 -0.033
C 1.119 -0.846 0.564 2.7118 -2.8929 -0.1268 -0.925
N 0.109 0.185 0.690 0.2943 -1.1907 -2.0883 1.295
N 0.644 1.426 1.106 -0.1531 0.7434 0.9016 -0.713
H -2.987 3.400 -1.752 -0.9458 -0.0254 -0.2363 0.197
H -4.425 4.489 -1.993 0.4422 -1.0266 -0.0862 0.381
H -4.093 3.166 -3.169 -0.0108 0.1091 1.0311 0.172
H -5.016 2.966 -0.139 0.2017 -0.6414 -1.0536 0.319
H -6.036 2.592 -1.575 0.9801 -0.0070 0.4382 0.292
H -5.287 0.375 -1.793 0.6957 0.6602 0.4341 0.271
H -4.786 0.627 -0.082 0.0936 0.2213 -1.2122 0.380
H -2.572 0.696 0.785 0.2615 -0.1527 -1.2010 0.386
H -0.814 -0.831 -4.579 0.2847 0.5507 0.0157 0.318
H -2.894 0.596 -5.017 -0.7048 0.3167 0.9277 0.439
H -4.321 1.353 -4.107 0.9360 -0.5494 0.0618 0.136
H -3.645 -1.522 -4.379 -0.3499 0.4371 0.1242 0.303
H -4.723 -0.955 -3.289 0.1515 0.0281 -0.4102 0.292
H 5.529 -3.182 1.721 0.4247 -0.2576 0.0054 0.311
H 6.582 -3.933 0.726 -0.0785 -0.1247 0.3548 0.351
H 4.588 -5.038 -1.910 0.1873 0.0608 0.4987 0.347
H 3.871 -3.828 2.960 -1.0552 0.0496 0.5280 0.344
H 2.278 -3.312 3.823 0.7766 -0.2764 -0.7998 0.420
H 1.967 -5.690 3.590 0.1980 0.6478 -0.9743 0.514
H 2.752 -5.821 1.980 -0.3984 0.8841 0.6337 0.301
H 0.139 -4.117 2.050 0.6883 -0.7662 -0.3811 0.007
H 0.045 -5.868 2.434 0.5984 0.8185 -0.8308 0.469
H -1.399 -1.977 2.143 0.5107 0.3887 0.8831 0.519
H -2.519 -1.554 4.477 1.2417 0.2049 -0.0877 0.313
H -1.229 -0.866 6.516 0.7517 -0.0531 -0.8331 0.337
H 2.380 -0.927 4.284 -1.2766 -0.0503 0.1113 0.374
H 0.103 1.690 1.940 0.3895 0.1646 -0.5851 0.262
H 0.531 2.143 0.380 0.0562 -0.4415 0.2918 0.227
C 2.423 6.137 -1.056 -0.0299 -0.0001 0.0101 -0.499
C 1.884 7.417 -1.120 -0.0244 -0.0211 0.0039 -0.367
C 0.596 7.654 -0.657 0.0236 -0.0417 0.0113 -0.351
C -0.152 6.612 -0.120 0.0078 -0.0033 -0.0075 -0.573
C 0.387 5.334 -0.053 0.0935 0.0071 -0.0538 -0.147
C 1.674 5.094 -0.524 -0.0784 0.0142 0.0293 -0.196
H 3.426 5.952 -1.420 -0.0534 0.0057 0.0184 0.365
H 2.470 8.230 -1.533 -0.0347 -0.0464 0.0144 0.354
H 0.174 8.650 -0.714 0.0234 -0.0465 0.0118 0.359
H -1.156 6.798 0.245 0.0471 -0.0109 -0.0205 0.362
H -0.196 4.522 0.368 -0.0034 0.0522 -0.0181 0.323
H 2.093 4.095 -0.477 0.0084 0.0452 0.0025 0.384
```
Forces are in eV/Å.

Output
total charge = 0
LUMO level = -0.208 eV
SMILES = CCCc1cc2c(c(O)c1CN)Sc1c(OC#N)c(P(N)O)c(CCCI)c(-c3cccnc3)c1N2N.c1ccccc1
calculated total energy = -2792.9600 a.u.
Kohn-Sham gap = 8.0 eV
ΔE to the lowest compared entry with this formula, charge and spin = 0.0 kcal per mole

=====

# 2
Entry from the OMol25 dataset: a single C9H8N4 molecule in a non-equilibrium geometry (the ωB97M-V functional and the def2-TZVPD basis).

The geometry in XYZ format:
```
21
Properties=species:S:1:pos:R:3:forces:R:3:nbo_charge:R:1
N 2.094 3.874 0.257 -0.9311 -0.5383 -1.2271 -0.700
N 0.102 -2.091 0.215 -0.1607 0.4953 -0.2242 -0.448
N -1.878 -0.902 -0.159 -0.5163 1.8304 -0.2422 -0.475
C 1.495 2.701 0.125 3.5445 2.8684 3.0348 0.175
C 1.880 1.654 1.052 -0.5577 -1.9616 0.0530 -0.269
C 0.495 2.471 -0.813 -2.5760 -1.9875 -1.2042 -0.283
C 1.223 0.445 1.009 0.6114 2.6883 -0.8175 0.029
C -0.193 1.272 -0.826 2.0904 1.7849 0.4534 0.059
C -0.588 -0.931 0.131 0.0484 -1.2980 -1.5488 0.563
C -0.600 -3.176 -0.113 1.5912 -0.1527 0.7986 0.091
C -2.575 -2.006 -0.442 0.5999 1.1039 1.1341 0.092
C -1.935 -3.188 -0.396 -0.0764 -1.2312 -0.5311 -0.315
N 0.181 0.286 0.069 -0.7721 -1.7314 1.2296 -0.410
H 2.855 3.942 0.947 -0.6802 -0.6605 -0.2199 0.327
H 2.715 1.924 1.748 -1.0103 -0.7710 -0.6093 0.228
H 0.243 3.262 -1.498 -0.0284 0.0064 -0.2170 0.240
H 1.470 -0.362 1.660 -0.2326 -0.5862 0.0954 0.231
H -0.888 1.014 -1.602 -0.4158 -0.1294 0.1986 0.232
H -0.043 -4.115 -0.160 -0.0284 0.2832 0.2458 0.202
H -3.639 -1.957 -0.598 -0.1800 0.4523 -0.1964 0.207
H -2.415 -4.116 -0.606 -0.3198 -0.4653 -0.2056 0.227
```
Forces are in eV/Å.

Output
total charge = 0
LUMO level = 0.183 eV
SMILES = N=c1ccn(-c2ncccn2)cc1
calculated total energy = -566.7379 a.u.
Kohn-Sham gap = 7.8 eV
ΔE to the lowest compared entry with this formula, charge and spin = 46.4 kcal per mole

=====

# 3
Entry from the OMol25 dataset: C4H4BO10Rb as an isolated structure in a non-equilibrium geometry (the ωB97M-V functional and the def2-TZVPD basis).

The geometry in XYZ format:
```
20
Properties=species:S:1:pos:R:3:forces:R:3:nbo_charge:R:1
Rb 8.675 16.468 -21.455 0.0455 -0.0560 -0.0269 0.983
O 7.928 14.708 -23.388 -0.0371 6.2837 -0.2935 -0.635
C 8.124 13.565 -23.395 -1.3006 0.3566 2.4084 0.683
O 7.944 12.815 -24.352 -0.0223 -3.0852 -3.0555 -0.577
B 7.968 11.468 -23.794 0.3602 -2.1817 -0.8346 1.126
O 8.257 11.625 -22.361 -1.1052 -3.6637 -1.1595 -0.578
C 8.254 12.843 -22.118 3.3714 1.1475 3.9342 0.663
O 8.622 13.268 -21.018 -1.2328 1.1535 -1.0877 -0.646
O 9.055 10.630 -24.416 -0.2573 3.2973 1.4227 -0.615
C 8.415 9.694 -25.001 5.2854 -5.5736 -0.8962 0.633
O 8.960 8.688 -25.434 -0.4986 1.2002 -0.3408 -0.532
C 7.043 9.768 -24.806 -5.1252 -1.8048 -4.0372 0.631
O 6.697 10.739 -24.095 0.6678 4.2749 3.7499 -0.614
O 6.240 9.177 -25.481 -0.1856 -1.2476 0.0785 -0.530
O 9.601 17.177 -18.831 -1.7347 0.9647 -1.2821 -0.938
H 8.931 16.901 -18.223 -1.4054 0.2085 0.3323 0.468
H 10.298 16.791 -18.388 3.2580 -1.0842 1.0624 0.473
O 6.879 15.600 -19.397 -0.3599 0.2791 -0.6170 -0.966
H 6.556 14.768 -19.765 0.0780 -0.0495 0.0773 0.497
H 7.336 15.356 -18.602 0.1985 -0.4198 0.5654 0.473
```
Forces are in eV/Å.

Output
total charge = 0
LUMO level = -1.072 eV
calculated total energy = -956.3712 a.u.
Kohn-Sham gap = 8.3 eV
ΔE to the lowest compared entry with this formula, charge and spin = 10.3 kcal per mole

=====

# 4
Entry from the OMol25 dataset: an isolated ion of composition C5H10BrFNO and charge +1 in a non-equilibrium geometry (the ωB97M-V functional and the def2-TZVPD basis).

The geometry in XYZ format:
```
19
Properties=species:S:1:pos:R:3:forces:R:3:nbo_charge:R:1
C 1.821 -0.303 0.501 -0.6449 0.3489 0.3173 -0.645
C 0.899 0.240 -0.574 0.4961 -0.1229 0.0167 -0.103
N -0.036 1.303 -0.065 -0.0419 0.1313 -0.4947 -0.498
C -1.320 0.736 0.501 0.3154 -0.0897 0.5710 -0.295
C -1.281 -0.769 0.668 -0.5958 -0.4328 -0.4270 0.026
Br -3.123 -1.306 0.952 0.1045 0.0342 0.0953 0.097
O -0.795 -1.486 -0.434 -0.2347 -0.1411 0.3719 -0.497
C 0.046 -0.798 -1.279 -0.4951 1.1159 -0.1452 0.476
F 0.871 -1.662 -1.840 0.8511 -1.1101 -0.4921 -0.300
H 1.418 -0.078 1.479 -0.1371 -0.1732 0.4351 0.214
H 1.938 -1.369 0.411 0.1100 -0.3580 -0.0609 0.270
H 2.776 0.183 0.459 0.5587 0.1086 -0.1243 0.250
H 1.503 0.696 -1.337 0.1378 0.3398 -0.4402 0.244
H 0.452 1.919 0.587 -0.0680 -0.1446 0.1370 0.449
H -0.282 1.890 -0.864 -0.0306 0.0879 0.0625 0.445
H -2.146 1.039 -0.108 -0.2757 0.1515 -0.5814 0.254
H -1.467 1.157 1.478 -0.1024 0.2944 0.4181 0.257
H -0.759 -1.073 1.553 0.3188 -0.1000 0.4768 0.214
H -0.516 -0.320 -2.087 -0.2661 0.0598 -0.1359 0.143
```
Forces are in eV/Å.

Output
total charge = +1
LUMO level = -3.835 eV
SMILES = C[C@@H]1[NH2+]C[C@@H](Br)O[C@@H]1F
calculated total energy = -3000.1154 a.u.
Kohn-Sham gap = 10.5 eV

=====

Copy entry 2 word for word.
Entry from the OMol25 dataset: a single C9H8N4 molecule in a non-equilibrium geometry (the ωB97M-V functional and the def2-TZVPD basis).

The geometry in XYZ format:
```
21
Properties=species:S:1:pos:R:3:forces:R:3:nbo_charge:R:1
N 2.094 3.874 0.257 -0.9311 -0.5383 -1.2271 -0.700
N 0.102 -2.091 0.215 -0.1607 0.4953 -0.2242 -0.448
N -1.878 -0.902 -0.159 -0.5163 1.8304 -0.2422 -0.475
C 1.495 2.701 0.125 3.5445 2.8684 3.0348 0.175
C 1.880 1.654 1.052 -0.5577 -1.9616 0.0530 -0.269
C 0.495 2.471 -0.813 -2.5760 -1.9875 -1.2042 -0.283
C 1.223 0.445 1.009 0.6114 2.6883 -0.8175 0.029
C -0.193 1.272 -0.826 2.0904 1.7849 0.4534 0.059
C -0.588 -0.931 0.131 0.0484 -1.2980 -1.5488 0.563
C -0.600 -3.176 -0.113 1.5912 -0.1527 0.7986 0.091
C -2.575 -2.006 -0.442 0.5999 1.1039 1.1341 0.092
C -1.935 -3.188 -0.396 -0.0764 -1.2312 -0.5311 -0.315
N 0.181 0.286 0.069 -0.7721 -1.7314 1.2296 -0.410
H 2.855 3.942 0.947 -0.6802 -0.6605 -0.2199 0.327
H 2.715 1.924 1.748 -1.0103 -0.7710 -0.6093 0.228
H 0.243 3.262 -1.498 -0.0284 0.0064 -0.2170 0.240
H 1.470 -0.362 1.660 -0.2326 -0.5862 0.0954 0.231
H -0.888 1.014 -1.602 -0.4158 -0.1294 0.1986 0.232
H -0.043 -4.115 -0.160 -0.0284 0.2832 0.2458 0.202
H -3.639 -1.957 -0.598 -0.1800 0.4523 -0.1964 0.207
H -2.415 -4.116 -0.606 -0.3198 -0.4653 -0.2056 0.227
```
Forces are in eV/Å.

Output
total charge = 0
LUMO level = 0.183 eV
SMILES = N=c1ccn(-c2ncccn2)cc1
calculated total energy = -566.7379 a.u.
Kohn-Sham gap = 7.8 eV
ΔE to the lowest compared entry with this formula, charge and spin = 46.4 kcal per mole